Computed, not measured: a gas-phase ion, C5H9N2S (charge +1), with wB97M-V/def2-TZVPD.

Each line ends with the Löwdin charge.
Geometry (Å):
C: 2.518952 2.305347 -0.456088  0.268
C: 0.128207 2.664179 -0.191521  -0.150
C: -1.131715 0.555215 0.077340  -0.063
C: -0.169122 -0.550408 -0.251601  -0.423
C: -0.420850 -3.385971 0.424253  -0.345
N: 1.390154 2.373697 -0.256809  0.066
N: -0.900644 1.837340 0.027991  0.078
S: 0.114715 -1.747965 1.172754  0.794
H: 3.466594 2.121639 -0.190617  0.076
H: 0.028493 3.706169 -0.185322  0.134
H: -2.084936 0.135295 0.187657  0.122
H: -0.464113 -1.194851 -1.093167  0.098
H: 0.817356 -0.239945 -0.472763  0.031
H: -1.552468 -3.258241 0.285748  0.072
H: 0.202566 -3.550704 -0.433235  0.029
H: -0.303845 -4.255236 0.937920  -0.004
H: -1.639346 2.484439 0.417459  0.215

Force components x, y, z for each atom (eV/Å):
C -1.57 -0.27 -0.93
C 1.56 0.89 -0.22
C 1.92 -0.93 -1.28
C 0.20 -0.81 0.53
C -2.22 3.62 -1.49
N -0.24 -0.80 -0.26
N -2.64 -0.25 1.72
S -0.32 -0.50 0.06
H 3.25 -0.28 0.84
H -1.12 1.15 0.16
H -1.62 0.53 0.77
H -0.44 0.48 0.18
H 0.89 0.71 -0.37
H 1.78 -0.42 -0.50
H -0.28 0.23 -0.94
H 0.62 -1.90 2.63
H 0.24 -1.46 -0.88

Calculated values
- molecular weight (g/mol) = 129.2
- LUMO (alpha / beta) (Ha) = -0.1713 / -0.1713
- max |F| (eV/Å) = 4.5
- charge = +1
- energy above the lowest of the compared OMol25 structures with the same formula, charge and spin (eV) = 4.5255
- HOMO level (alpha / beta) (Eh) = -0.446 / -0.446